128
Properties=species:S:1:pos:R:3:forces:R:3 method="wB97M-V/def2-TZVPD" e_homo_ha=-0.152 molar_mass_g_mol=1161.20 total_charge=-1 lumo_energy_ev=1.99 de_lowest_kcal_mol=9.3 orbital_gap_ev=6.14
Ag 0.9066 -1.6156 -0.2858 -0.354 -0.124 -0.208
Br 2.9910 -8.6131 -1.0732 0.000 -0.002 0.001
Ge 3.2018 -0.4947 0.1732 0.146 -0.001 0.168
P -1.6974 1.4539 -0.4991 0.014 0.028 0.048
P -4.5673 0.2137 -0.7483 -0.004 0.005 0.004
F 2.2184 4.3872 -0.7677 0.021 0.012 0.045
F 0.8176 2.6836 0.8872 0.047 0.002 0.028
F 2.6147 2.5233 2.1824 -0.007 -0.051 -0.013
F 3.9364 4.2433 0.5552 -0.020 -0.001 -0.012
F 2.0514 5.0107 1.2939 0.009 0.001 0.004
O 0.5590 0.0235 2.1203 0.028 -0.009 0.030
O 1.9947 -1.6893 2.6214 -0.008 0.041 -0.012
N 1.9625 -4.0790 -1.2897 0.027 0.002 -0.008
C 2.1986 -6.0911 -0.0158 -0.005 -0.001 -0.002
C 2.8677 -0.1651 4.2523 0.002 0.002 -0.004
C -8.4682 1.4631 -0.3639 -0.001 -0.006 -0.001
C -3.3527 1.4822 -1.3606 0.003 -0.015 0.033
C -2.9776 1.6120 1.9428 0.016 0.044 -0.014
C -1.9771 -2.2108 0.5814 -0.004 -0.014 -0.011
C 2.3252 -4.7542 -2.3743 -0.001 0.000 0.002
C -6.0587 1.2414 -0.4546 0.002 0.005 0.011
C -4.9488 -0.6080 -2.3436 -0.014 0.000 -0.006
C 1.9010 -4.7419 -0.1378 -0.005 -0.003 -0.001
C 2.2332 2.6095 0.8003 0.037 0.025 0.008
C -2.4615 -4.5233 -0.8378 0.025 -0.019 0.013
C 0.2197 2.3277 -2.2534 0.005 0.010 0.008
C -2.1390 4.1511 2.6344 -0.003 -0.003 -0.003
C 7.9825 -0.8949 0.7445 0.000 -0.001 0.002
C -0.8826 -1.0230 3.7249 0.007 -0.009 -0.007
C 0.8326 3.1658 -3.1735 -0.020 0.002 -0.021
C -4.4040 -1.8748 -2.5371 0.005 0.012 -0.008
C -4.5608 -2.5315 -3.7525 -0.002 0.003 -0.004
C -8.3471 2.6933 0.2675 0.004 0.002 0.008
C 2.6420 -6.1050 -2.3702 -0.005 -0.001 -0.003
C -3.1491 -2.9263 0.8041 -0.007 -0.014 -0.016
C -0.9208 2.7273 -1.5658 0.007 -0.023 -0.011
C -1.7382 3.5956 1.4266 -0.006 0.011 -0.009
C -5.9513 2.4700 0.1999 0.005 0.006 -0.008
C -7.3362 0.7419 -0.7131 0.000 0.000 -0.014
C -7.0839 3.1896 0.5538 -0.005 -0.003 0.000
C 2.5963 4.0541 0.4893 0.021 -0.020 -0.022
C -0.9895 -2.6325 -0.3182 0.051 -0.043 -0.080
C 4.3235 -2.1352 0.0902 0.017 0.004 0.024
C 1.4856 -2.1272 4.9336 -0.006 0.008 0.014
C -3.3939 -4.0974 0.0994 0.001 -0.003 0.019
C -5.6505 -0.0056 -3.3893 -0.008 0.003 0.006
C 5.8163 -1.8731 -0.1247 0.005 -0.009 -0.015
C -2.9776 3.4508 3.4899 -0.008 -0.010 0.001
C -5.2704 -1.9308 -4.7795 0.000 0.000 -0.004
C 4.7925 2.4603 -2.4795 0.002 -0.001 -0.002
C -3.3926 2.1731 3.1418 -0.002 -0.011 0.016
C -0.8285 4.8410 -2.7303 -0.003 -0.001 0.005
C 1.6798 -1.0444 3.8904 -0.017 -0.035 0.004
C 0.3992 -0.2227 3.5444 -0.024 0.011 -0.032
C 0.2862 1.1255 4.2290 -0.003 -0.001 -0.005
C -1.4446 3.9933 -1.8226 -0.006 0.002 0.014
C -1.2855 -3.8030 -1.0317 -0.018 -0.012 0.011
C 4.7273 1.4041 -1.3778 0.000 -0.017 -0.015
C 2.5725 -6.7693 -1.1600 0.004 0.001 0.001
C 6.4868 -1.0639 0.9792 -0.001 -0.004 -0.003
C -2.1685 2.3240 1.0526 -0.019 0.007 -0.007
C -5.8165 -0.6646 -4.5963 0.002 -0.002 0.002
C 0.3107 4.4273 -3.4093 0.001 -0.012 -0.010
C 4.8678 1.8764 -3.8862 -0.005 -0.001 0.005
C 3.5060 0.4885 -1.4992 -0.072 -0.038 -0.042
B 1.4541 -0.8786 1.6419 0.206 0.117 0.149
H 8.1687 -0.3763 -0.1992 0.000 0.001 -0.002
H 6.3116 -1.5575 1.9413 -0.002 0.003 0.001
H -9.4492 1.0605 -0.5852 0.000 -0.002 -0.001
H -6.9744 4.1405 1.0604 0.003 0.001 0.000
H -4.3067 -4.6586 0.2632 0.002 0.000 0.000
H 5.9650 -1.3563 -1.0804 0.001 -0.019 0.012
H -5.3963 -2.4421 -5.7261 0.000 0.000 0.000
H 3.6262 -0.2388 -2.3087 -0.008 0.002 -0.022
H -0.5760 -4.1814 -1.7610 -0.007 -0.003 0.002
H -4.0285 1.6036 3.8093 -0.002 0.000 -0.001
H 3.7648 -0.7860 4.2912 0.000 0.007 -0.010
H 4.6789 1.9160 -0.4150 0.005 0.024 0.019
H -3.8805 -2.5583 1.5161 0.008 0.001 -0.004
H -2.3389 4.3255 -1.3076 0.001 0.002 0.015
H -6.3651 -0.1886 -5.4000 0.001 0.000 0.000
H -0.6261 1.6170 3.8866 0.000 0.002 0.008
H 0.7283 -2.8477 4.6306 0.002 -0.002 -0.011
H 8.4854 -1.8640 0.6928 0.000 0.000 -0.001
H 8.4528 -0.3145 1.5399 0.000 0.001 0.000
H 0.6325 1.3475 -2.0481 -0.013 0.005 -0.001
H 1.5937 -4.1695 0.7320 0.000 -0.003 -0.005
H 5.6485 0.8076 -1.3888 -0.020 0.028 0.009
H 3.9116 3.1018 -2.3882 -0.008 0.009 0.002
H -6.0688 0.9855 -3.2555 -0.001 -0.002 0.003
H -1.0795 -1.2126 4.7818 0.000 0.008 0.004
H 5.6600 3.1038 -2.3042 0.001 0.003 -0.002
H 2.1349 -6.5875 0.9414 -0.002 -0.002 0.000
H -9.2306 3.2565 0.5407 -0.001 0.001 -0.001
H 2.7208 0.2980 5.2295 0.002 -0.003 0.008
H 2.9295 -6.6135 -3.2788 0.001 0.000 -0.001
H -3.7903 2.4810 -1.3379 -0.024 0.010 -0.020
H -1.7768 5.1334 2.9118 0.000 0.002 -0.004
H -3.8440 -2.3458 -1.7377 -0.008 0.013 -0.010
H -1.2373 5.8283 -2.9085 -0.002 0.000 -0.001
H -4.9756 2.8652 0.4584 -0.007 0.009 -0.016
H 5.7318 1.2136 -3.9906 0.000 -0.001 0.001
H 1.1896 -1.6841 5.8871 -0.006 -0.007 0.002
H -1.7126 -0.4448 3.3185 0.010 -0.007 0.010
H 4.1642 -2.6993 1.0152 0.003 0.012 -0.003
H 2.4280 -2.6565 5.0810 0.000 0.003 0.003
H 3.0170 0.6232 3.5150 -0.002 0.012 -0.006
H 6.3441 -2.8312 -0.2206 0.006 0.003 0.001
H 6.0168 -0.0807 1.0549 0.003 -0.002 0.001
H -3.2882 3.8888 4.4307 0.000 -0.001 0.001
H -7.4469 -0.2195 -1.2006 -0.001 -0.002 -0.004
H 0.7936 5.0931 -4.1138 0.003 0.000 0.001
H -3.1402 1.2457 -2.4051 0.010 -0.006 0.001
H -0.8363 -1.9744 3.1931 0.000 -0.002 0.016
H 2.6268 1.0974 -1.7022 0.031 0.004 0.038
H 3.7228 0.2859 1.3828 -0.007 0.054 -0.031
H -1.8234 -1.2884 1.1314 -0.015 0.009 -0.009
H 1.7291 2.8401 -3.6875 0.003 -0.001 0.003
H 4.9558 2.6612 -4.6405 0.001 -0.001 0.002
H 0.2283 1.0007 5.3141 0.008 0.000 -0.002
H -3.2869 0.6028 1.6947 -0.022 -0.024 -0.013
H 3.9485 -2.7535 -0.7249 -0.005 -0.011 -0.003
H 2.3648 -4.1919 -3.3009 0.008 0.003 0.001
H 1.1251 1.7675 3.9720 0.010 0.014 -0.006
H -2.6452 -5.4259 -1.4123 0.000 0.003 -0.002
H -4.1223 -3.5123 -3.8883 -0.002 -0.002 0.002
H 3.9763 1.2911 -4.1215 0.003 0.001 -0.001
H -1.0501 4.1407 0.7971 -0.021 0.009 -0.024